Record 1
Formula: C5H9NO
Source: OMol25
Level of theory: ωB97M-V with the def2-TZVPD basis set

Calculated values
M: 99.13 g/mol
HOMO-LUMO gap: 8.9165 eV
Multiplicity: 1
Maximum force: 6.654 eV/Å
ΔE to the lowest compared entry with this formula, charge and spin: 42.6 kcal per mole
SMILES: Cc1cc[nH]c1.O
Highest occupied orbital energy: -8.142 eV
Lowest unoccupied orbital energy: 0.77 eV

Last column: Löwdin charge in e.
Atoms and positions in Å:
C -1.960 0.809 -0.853  -0.055
C -0.530 0.240 -0.925  -0.268
C 0.574 1.000 -1.377  -0.114
C 1.693 0.253 -1.371  -0.143
N 1.366 -1.031 -0.955  0.021
C -0.022 -1.088 -0.848  -0.062
H -2.775 0.070 -0.628  0.086
H -1.801 1.452 0.014  0.070
H -2.279 1.412 -1.670  0.052
H 0.417 1.992 -1.836  0.117
H 2.767 0.593 -1.356  0.125
H 1.864 -1.806 -0.967  0.074
H -0.417 -2.058 -0.638  0.099
O 0.100 -0.736 4.702  -0.044
H 0.251 -1.066 3.844  0.001
H 0.752 -0.038 4.865  0.043



Record 2
Formula: C23H23FO2S4SbTc
Source: OMol25
Level of theory: ωB97M-V with the def2-TZVPD basis set

Calculated values
M: 698.46 g/mol
HOMO-LUMO gap (spin up / spin down): 6.1372 / 6.1127 eV
Multiplicity: 1
Maximum force: 0.558 eV/Å
ΔE to the lowest compared entry with this formula, charge and spin: 5.7 kcal per mole
Highest occupied orbital energy (spin up / spin down): -8.385 / -8.402 eV
Lowest unoccupied orbital energy (spin up / spin down): -2.25 / -2.29 eV

Last column: Löwdin charge in e.
Atoms and positions in Å:
Tc 1.620 0.247 -1.563  0.381
C -4.339 -1.840 -1.235  -0.081
C -3.772 -0.427 -1.319  -0.378
C -4.925 0.581 -1.389  -0.063
C -2.829 -0.072 -0.184  -0.204
C -2.166 1.158 -0.206  -0.056
C -1.347 1.552 0.836  -0.095
C -1.131 0.720 1.935  -0.311
C -0.221 1.154 3.052  -0.045
C -1.768 -0.511 1.948  -0.051
C -2.612 -0.898 0.910  -0.030
H -4.918 -2.063 -2.132  0.083
H -5.009 -1.939 -0.377  0.085
H -3.556 -2.592 -1.142  0.057
H -3.196 -0.342 -2.247  0.125
H -5.493 0.569 -0.456  0.088
H -5.604 0.331 -2.206  0.079
H -4.565 1.598 -1.547  0.070
H -2.306 1.824 -1.051  0.112
H -0.869 2.524 0.807  0.091
H 0.816 1.215 2.712  0.057
H -0.258 0.455 3.887  0.078
H -0.498 2.142 3.423  0.083
H -1.616 -1.180 2.788  0.110
H -3.101 -1.861 0.969  0.103
S 1.478 2.335 -5.293  -0.219
Sb 2.746 2.614 -3.494  0.390
S 3.386 0.080 -2.708  0.036
S 1.071 2.339 -1.495  0.022
O 6.029 1.282 5.255  0.119
C 5.985 1.682 3.965  -0.479
O 6.745 2.517 3.569  0.130
C 4.919 1.074 3.104  -0.133
C 4.537 1.775 1.967  0.004
C 3.562 1.272 1.123  -0.099
C 2.966 0.044 1.398  -0.604
S 1.694 -0.693 0.409  0.674
C 3.354 -0.665 2.534  -0.108
C 4.321 -0.152 3.381  -0.022
H 5.278 0.711 5.464  0.096
H 5.017 2.721 1.757  0.127
H 3.259 1.846 0.258  0.041
H 2.898 -1.624 2.746  0.106
H 4.626 -0.745 4.236  0.117
F -2.599 -3.269 -4.264  0.072
C -1.681 -2.511 -3.642  -0.283
C -1.187 -2.942 -2.424  -0.021
C -0.257 -2.148 -1.777  -0.118
C 0.195 -0.952 -2.350  -0.351
C -0.324 -0.564 -3.595  -0.113
C -1.274 -1.334 -4.244  -0.005
H -1.539 -3.874 -2.004  0.123
H 0.124 -2.469 -0.816  0.061
H 0.023 0.348 -4.072  0.019
H -1.689 -1.047 -5.200  0.125



Record 3
Formula: C21H20IrN4O12S2
Source: OMol25
Level of theory: ωB97M-V with the def2-TZVPD basis set

Calculated values
M: 776.76 g/mol
HOMO-LUMO gap (spin up / spin down): 6.0776 / 3.3862 eV
Multiplicity: 6
Maximum force: 5.734 eV/Å
ΔE to the lowest compared entry with this formula, charge and spin: 21.7 kcal per mole
Highest occupied orbital energy (spin up / spin down): -6.075 / -7.910 eV
Lowest unoccupied orbital energy (spin up / spin down): 0.00 / -4.52 eV

Last column: Mulliken spin population.
Atoms and positions in Å:
Ir 0.105 -0.015 0.005  0.153
O 2.068 -3.076 2.553  0.000
C 1.422 -2.630 1.518  0.002
O 1.245 -1.417 1.236  0.004
C 1.004 -3.748 0.647  0.006
O -0.388 -4.001 0.751  0.095
C -0.815 -4.992 1.773  0.094
C -0.789 -4.534 3.278  -0.019
O -1.075 -5.544 3.940  0.770
O -0.558 -3.355 3.664  0.074
H 2.151 -2.354 3.179  0.001
H 1.159 -3.452 -0.433  0.002
H 1.678 -4.649 0.850  0.000
H -1.870 -5.247 1.622  -0.006
H -0.117 -5.853 1.652  -0.002
S -1.546 -1.586 -0.692  0.469
C -2.736 -0.705 -1.638  0.034
C -3.883 -1.375 -2.059  0.041
C -4.767 -0.639 -2.808  -0.010
C -4.560 0.672 -3.218  0.084
C -3.438 1.362 -2.790  -0.038
C -2.495 0.638 -2.068  0.100
S -0.992 1.419 -1.579  0.169
H -3.891 -2.421 -1.783  -0.002
H -5.700 -1.125 -3.155  0.001
H -5.343 1.072 -3.907  0.006
H -3.266 2.471 -2.922  -0.003
C -2.148 1.686 4.494  0.000
C -1.145 2.349 3.521  -0.007
C 0.184 2.440 4.193  0.001
C -1.521 3.678 2.921  0.001
C -0.980 1.327 2.450  0.005
N -0.885 0.558 1.580  0.005
H -2.625 2.401 5.154  0.000
H -1.603 0.989 5.134  0.000
H -2.993 1.131 4.055  0.000
H 0.077 3.016 5.102  0.000
H 0.967 2.883 3.597  -0.001
H 0.484 1.418 4.422  0.000
H -1.602 4.512 3.685  0.000
H -2.467 3.719 2.410  0.000
H -0.745 4.053 2.253  0.000
O 5.216 1.853 -5.418  0.805
N 5.128 2.277 -4.233  0.373
O 5.913 3.074 -3.683  0.695
C 4.089 1.628 -3.502  -0.082
C 3.763 2.082 -2.283  0.229
C 2.677 1.450 -1.616  -0.141
C 2.013 0.311 -2.156  0.126
O 1.401 -0.537 -1.433  0.033
C 2.366 0.036 -3.535  -0.054
C 3.409 0.670 -4.218  0.215
N 1.642 -1.075 -4.177  0.003
O 2.189 -1.500 -5.153  -0.008
O 0.594 -1.460 -3.657  0.002
N 2.208 2.067 -0.479  0.336
O 2.530 3.232 -0.174  0.347
O 1.434 1.367 0.345  0.037
H 4.143 3.010 -1.932  0.026
H 3.683 0.445 -5.289  0.026



Record 4
Formula: C6H7IN2O2S
Source: OMol25
Level of theory: ωB97M-V with the def2-TZVPD basis set

Calculated values
M: 298.10 g/mol
HOMO-LUMO gap: 8.1055 eV
Multiplicity: 1
Maximum force: 2.637 eV/Å
ΔE to the lowest compared entry with this formula, charge and spin: 64.0 kcal per mole
Highest occupied orbital energy: -8.809 eV
Lowest unoccupied orbital energy: -0.70 eV

Last column: Löwdin charge in e.
Atoms and positions in Å:
C 1.128 -1.925 0.120  -0.107
C 0.303 -1.729 1.191  -0.068
C 1.518 -0.849 -0.668  -0.076
C -0.182 -0.394 1.438  -0.073
C 1.148 0.449 -0.421  -0.081
C 0.228 0.619 0.565  -0.434
N -2.081 1.659 -0.179  -0.433
N -2.805 0.900 0.763  -0.544
O -2.768 2.804 -0.609  -0.081
O 0.128 3.100 -0.228  -0.500
S -0.491 2.231 0.777  1.019
I -3.913 -0.616 -0.164  0.714
H 1.021 -2.933 -0.292  0.116
H -0.149 -2.666 1.625  0.123
H 2.274 -1.023 -1.433  0.109
H -0.963 -0.034 2.076  0.074
H 1.193 1.341 -1.061  0.115
H -2.049 3.132 -1.162  0.076
H -3.292 1.608 1.318  0.052



Record 5
Formula: C32H46Cl2O4P4Pt
Source: OMol25
Level of theory: ωB97M-V with the def2-TZVPD basis set

Calculated values
M: 884.60 g/mol
HOMO-LUMO gap (spin up / spin down): 2.4473 / 3.0831 eV
Multiplicity: 5
Maximum force: 6.254 eV/Å
Net charge: +2
Highest occupied orbital energy (spin up / spin down): -8.504 / -12.599 eV
Lowest unoccupied orbital energy (spin up / spin down): -6.06 / -9.52 eV

Last column: Mulliken spin population.
Atoms and positions in Å:
P 1.717 1.288 -3.254  0.473
C 3.265 1.254 -2.399  0.218
C 3.961 0.613 -3.466  0.404
H 3.385 -0.022 -4.142  0.054
C 5.272 0.961 -3.735  -0.151
H 5.736 0.565 -4.635  -0.002
C 5.944 1.800 -2.832  0.391
H 6.983 2.057 -3.060  0.024
C 5.314 2.287 -1.678  0.004
H 5.900 2.917 -0.999  0.004
C 3.955 2.002 -1.422  0.185
H 3.479 2.354 -0.508  0.052
C 0.906 -0.311 -3.117  0.055
C 1.440 -1.572 -2.744  0.067
H 2.291 -1.662 -2.070  0.032
C 0.878 -2.736 -3.297  -0.014
H 1.308 -3.724 -3.095  0.002
C -0.214 -2.657 -4.168  0.036
H -0.611 -3.551 -4.662  0.003
C -0.819 -1.423 -4.422  -0.001
H -1.663 -1.326 -5.107  0.002
C -0.326 -0.279 -3.809  0.031
H -0.795 0.686 -3.974  0.006
C 0.641 2.607 -2.505  -0.037
C 0.800 3.288 -3.724  -0.025
H 1.521 2.839 -4.449  0.012
C 0.062 4.412 -4.044  0.024
H 0.227 4.867 -5.021  0.002
C -0.836 4.895 -3.077  0.000
H -1.412 5.786 -3.347  0.001
C -0.980 4.275 -1.830  0.056
H -1.685 4.718 -1.115  0.007
C -0.233 3.105 -1.509  0.124
H -0.316 2.689 -0.501  0.001
Pt 0.324 -0.559 3.017  0.059
C -1.416 -1.371 2.123  0.002
C -1.810 -1.398 0.832  0.023
H -2.109 -1.914 2.830  -0.004
C -1.123 -0.611 -0.269  0.565
O -1.985 0.402 -0.803  0.051
H -1.506 1.104 -1.285  -0.004
C 0.110 0.082 0.155  0.094
H -0.816 -1.324 -1.100  0.039
C 0.628 0.173 1.390  0.700
Cl -0.391 -1.611 5.240  0.041
Cl 2.448 0.508 3.570  0.017
P 1.708 -2.392 2.376  0.117
C 2.637 -2.767 3.880  0.012
H 1.914 -3.056 4.652  0.000
H 3.127 -1.832 4.186  0.000
H 3.370 -3.558 3.675  0.004
C 0.695 -3.847 1.986  0.001
H 0.221 -3.713 1.005  0.000
H -0.085 -3.926 2.752  -0.001
H 1.325 -4.748 1.981  0.004
C 2.935 -2.277 1.031  0.010
H 3.476 -1.327 1.113  0.005
H 2.448 -2.330 0.049  -0.003
H 3.652 -3.107 1.117  0.002
P -3.406 -2.208 0.216  0.010
C -4.078 -3.290 1.493  0.002
C -3.118 -3.198 -1.281  0.000
H -4.179 -2.740 2.432  0.000
H -3.407 -4.137 1.673  0.000
H -5.067 -3.712 1.256  0.001
H -2.667 -2.555 -2.047  0.000
H -4.037 -3.648 -1.697  0.000
H -2.414 -4.006 -1.039  0.000
C -4.674 -0.978 -0.200  0.001
H -4.832 -0.333 0.673  0.000
H -5.646 -1.408 -0.498  0.000
H -4.284 -0.363 -1.020  0.000
H 1.572 0.730 1.113  0.064
C 0.625 3.175 4.295  -0.001
O -0.456 2.214 4.404  0.026
P -1.002 1.363 3.190  0.093
O -2.468 0.887 3.604  0.015
C -2.771 0.690 4.995  -0.001
O -1.263 2.357 1.952  0.013
C -2.608 2.778 1.552  0.002
H 1.142 3.144 3.324  -0.001
H 1.352 2.922 5.072  0.000
H 0.193 4.167 4.471  0.002
H -3.575 -0.054 5.016  0.000
H -1.914 0.279 5.555  0.000
H -3.096 1.652 5.411  0.001
H -3.114 1.941 1.055  -0.001
H -3.191 3.130 2.415  0.000
H -2.488 3.599 0.834  0.000



Record 6
Formula: C3H5NO2
Source: OMol25
Level of theory: ωB97M-V with the def2-TZVPD basis set

Calculated values
M: 87.08 g/mol
HOMO-LUMO gap: 8.6842 eV
Multiplicity: 1
Maximum force: 3.380 eV/Å
ΔE to the lowest compared entry with this formula, charge and spin: 85.0 kcal per mole
SMILES: NCC(O)=C=O
Highest occupied orbital energy: -8.066 eV
Lowest unoccupied orbital energy: 0.62 eV

Last column: Löwdin charge in e.
Atoms and positions in Å:
N -1.549 -0.062 0.343  0.039
C -0.383 0.599 -0.052  -0.270
C 0.866 -0.197 0.136  -0.344
O 1.069 -1.047 1.200  0.035
C 1.480 -0.177 -1.050  -0.180
O 2.298 -0.301 -1.895  0.146
H -2.403 0.477 0.322  0.082
H -1.670 -0.991 -0.039  0.098
H 0.006 0.745 -1.293  0.168
H -0.356 1.614 0.350  0.117
H 0.642 -0.661 1.978  0.109